One molecule with the formula C4H6ClN at a distorted geometry. Source: OMol25; level of theory: ωB97M-V/def2-TZVPD.

Last columns: bonded neighbours and bond lengths (Å).
Element x y z (Å)
1 C -0.292 -0.157 -0.841  C2 1.459, C4 1.856, N5 1.232
2 C -0.782 0.773 0.171  C1 1.459, C3 1.473, N5 1.580, H7 1.068
3 C 0.068 1.428 1.179  C2 1.473, H8 1.082, H9 1.204, H10 1.008
4 C 0.546 -1.811 -0.903  C1 1.856, Cl6 1.742, H11 1.049, H12 1.028
5 N -0.431 0.953 -1.359  C1 1.232, C2 1.580
6 Cl -0.312 -3.198 -1.515  C4 1.742
7 H -1.841 0.886 0.251  C2 1.068
8 H 1.073 1.360 0.785  C3 1.082
9 H -0.014 0.813 2.211  C3 1.204
10 H -0.077 2.397 1.413  C3 1.008
11 H 0.734 -1.881 0.127  C4 1.049
12 H 1.330 -1.563 -1.520  C4 1.028

Calculated values
- HOMO-LUMO gap (eV) = 10.18
- total energy (eV) = -18254.144
- multiplicity = 1
- E_HOMO (eV) = -9.305
- total charge = 0

---

One molecule with the formula C3H5ClOS at a distorted geometry. Source: OMol25; level of theory: ωB97M-V/def2-TZVPD.

Last columns: bonded neighbours and bond lengths (Å).
Element x y z (Å)
1 C 0.332 -0.443 0.515  C2 1.552, C3 1.470, H5 1.067, S10 1.761
2 C -0.614 -0.463 -0.715  C1 1.552, C3 1.529, H6 1.097, O9 1.386
3 C 0.645 0.402 -0.647  C1 1.470, C2 1.529, H8 1.130, Cl11 1.783
4 H 0.863 0.707 2.451  S10 1.318
5 H 0.997 -1.263 0.667  C1 1.067
6 H -0.571 -1.321 -1.396  C2 1.097
7 H -1.993 0.487 0.122  O9 0.970
8 H 0.487 1.519 -0.572  C3 1.130
9 O -1.903 0.046 -0.737  C2 1.386, H7 0.970
10 S -0.303 0.340 1.959  C1 1.761, H4 1.318
11 Cl 2.061 -0.010 -1.647  C3 1.783

Calculated values
- HOMO-LUMO gap (eV) = 10.01
- total energy (eV) = -28595.835
- multiplicity = 1
- E_HOMO (eV) = -9.419
- total charge = 0

---

One molecule with the formula C3H5NO2. Source: OMol25; level of theory: ωB97M-V/def2-TZVPD.

Last columns: bonded neighbours and bond lengths (Å).
Element x y z (Å)
1 C 0.288 0.539 2.061  C2 1.499, H7 1.099, H8 1.098, H9 1.097
2 C 0.644 -0.284 0.859  C1 1.499, O3 1.330
3 O 0.078 0.320 -0.183  C2 1.330, C4 1.416
4 C 0.315 -0.308 -1.429  O3 1.416, O5 1.195, N6 1.350
5 O 1.411 -0.544 -1.842  C4 1.195
6 N -0.872 -0.544 -2.025  C4 1.350, H10 1.004, H11 1.008
7 H -0.324 1.429 1.860  C1 1.099
8 H -0.221 -0.128 2.769  C1 1.098
9 H 1.236 0.810 2.541  C1 1.097
10 H -1.730 -0.280 -1.573  N6 1.004
11 H -0.879 -0.958 -2.944  N6 1.008

Calculated values
- HOMO-LUMO gap (eV) = 9.55
- total energy (eV) = -8775.028
- multiplicity = 1
- E_HOMO (eV) = -8.789
- total charge = 0

---

A 2-piece molecular cluster, C4H11N4 overall at a distorted geometry. Source: OMol25; level of theory: ωB97M-V/def2-TZVPD.

Last columns: bonded neighbours and bond lengths (Å).
Element x y z (Å)
1 C 2.293 0.215 -0.164  C2 1.348, N6 1.382, N7 1.428
2 C 3.101 -0.056 0.881  C1 1.348, H9 1.133, H10 1.003
3 C -3.840 0.695 0.193  N5 1.246, H11 1.058, H12 1.137
4 C 0.369 -1.254 0.331  N6 1.265, N8 1.296, H13 1.086
5 N -3.119 0.266 -0.729  C3 1.246, H14 1.022
6 N 1.021 -0.322 -0.222  C1 1.382, C4 1.265, H15 1.015
7 N 2.500 1.236 -1.139  C1 1.428, H16 1.007, H17 0.972
8 N -0.925 -1.333 0.328  C4 1.296, H18 1.046, H19 1.084
9 H 4.183 0.252 1.015  C2 1.133
10 H 2.768 -0.652 1.616  C2 1.003
11 H -3.381 0.668 1.146  C3 1.058
12 H -4.894 1.099 0.064  C3 1.137
13 H 0.936 -1.878 1.015  C4 1.086
14 H -3.515 0.233 -1.670  N5 1.022
15 H 0.391 0.278 -0.743  N6 1.015
16 H 3.236 1.896 -0.945  N7 1.007
17 H 1.648 1.601 -1.430  N7 0.972
18 H -1.270 -2.172 0.849  N8 1.046
19 H -1.504 -0.770 -0.395  N8 1.084

Calculated values
- HOMO-LUMO gap (spin up / spin down) (eV) = 6.44 / 7.72
- total energy (eV) = -10275.622
- multiplicity = 3
- E_HOMO (spin up / spin down) (eV) = -9.134 / -13.813
- <S²> = 2.016
- total charge = +1

---

A 2-piece molecular cluster, C5H7N overall. Source: OMol25; level of theory: ωB97M-V/def2-TZVPD.

Last columns: bonded neighbours and bond lengths (Å).
Element x y z (Å)
1 C -0.916 1.394 -0.670  C2 1.336, H7 1.087, H9 1.087
2 C -0.646 0.438 0.225  C1 1.336, C3 1.463, N6 1.420
3 C -0.940 -0.991 0.112  C2 1.463, C4 1.345, H10 1.084
4 C 0.130 -1.631 0.616  C3 1.345, C5 1.501, H11 1.085
5 C 1.081 -0.680 1.284  C4 1.501, N6 1.342
6 N 0.446 0.492 1.131  C2 1.420, C5 1.342, H13 1.012
7 H -0.365 2.331 -0.657  C1 1.087
8 H 1.450 0.256 -1.204  H12 0.741
9 H -1.548 1.199 -1.532  C1 1.087
10 H -1.836 -1.389 -0.351  C3 1.084
11 H 0.355 -2.684 0.481  C4 1.085
12 H 1.857 -0.104 -0.700  H8 0.741
13 H 0.933 1.368 1.265  N6 1.012

Calculated values
- HOMO-LUMO gap (eV) = 8.17
- total energy (eV) = -6784.350
- multiplicity = 1
- E_HOMO (eV) = -8.472
- total charge = 0

---

One molecule with the formula C4H7NO at a distorted geometry. Source: OMol25; level of theory: ωB97M-V/def2-TZVPD.

Last columns: bonded neighbours and bond lengths (Å).
Element x y z (Å)
1 C -1.429 -0.859 0.363  C2 1.494, H7 1.089, H8 1.092, H9 1.096
2 C -0.182 -0.208 -0.141  C1 1.494, C3 1.480, N6 1.282
3 C -0.253 1.250 -0.389  C2 1.480, H10 1.101, H11 1.096, H12 1.088
4 O 2.186 0.639 0.661  C5 1.216
5 C 2.055 -0.379 0.009  O4 1.216, N6 1.388, H13 1.095
6 N 0.842 -0.953 -0.342  C2 1.282, C5 1.388
7 H -1.682 -1.746 -0.216  C1 1.089
8 H -2.282 -0.181 0.436  C1 1.092
9 H -1.156 -1.191 1.370  C1 1.096
10 H -0.912 1.112 -1.261  C3 1.101
11 H -0.761 1.814 0.402  C3 1.096
12 H 0.670 1.740 -0.690  C3 1.088
13 H 2.904 -1.039 -0.202  C5 1.095

Calculated values
- HOMO-LUMO gap (eV) = 9.99
- total energy (eV) = -7798.038
- multiplicity = 1
- E_HOMO (eV) = -9.624
- total charge = 0

---

In kcal per mole, the ΔE to the lowest compared entry with this formula, charge and spin values for the records above are, in order, 76.02, 30.13, 61.50, 0.52, 95.99, 37.03.